# 1
Entry from the OMol25 dataset: a structure of composition C22H22IrN3O4 at a distorted geometry (wB97M-V/def2-TZVPD).

Atoms and positions in Å:
Ir -0.5204 0.3063 0.8988
C -1.1038 -2.4851 -0.8988
C -1.6086 -1.3890 -0.0228
C -2.1167 -0.1655 -0.5764
C -2.6305 0.8688 0.2426
C -3.1757 2.1226 -0.3444
C -2.5762 0.6890 1.6701
C -2.1841 -0.5301 2.2483
C -2.3055 -0.7560 3.7184
C -1.6183 -1.5295 1.4030
H -0.7042 -2.1040 -1.8343
H -1.9481 -3.1371 -1.1383
H -0.3504 -3.0863 -0.3918
H -2.0411 -0.0045 -1.6447
H -4.2315 1.9327 -0.5628
H -2.6758 2.3882 -1.2728
H -3.1154 2.9573 0.3502
H -2.8688 1.5111 2.3100
H -3.2878 -1.2051 3.8923
H -2.2753 0.1751 4.2822
H -1.5563 -1.4506 4.0943
H -1.2205 -2.4341 1.8453
O 0.7095 0.2035 -6.7867
C 1.3967 -0.5926 -5.9589
O 2.0801 -1.4773 -6.3756
C 1.2688 -0.3618 -4.4657
C 1.8196 -1.3479 -3.6530
C 1.7777 -1.2259 -2.2765
C 1.1805 -0.1043 -1.7124
C 0.6273 0.8925 -2.5023
C 0.6818 0.7563 -3.8833
N 1.1784 0.0304 -0.2777
C 2.2910 -0.0562 0.3472
C 2.2731 0.0523 1.7888
C 3.4128 0.0346 2.5669
C 3.2825 0.2006 3.9410
C 2.0196 0.3992 4.4689
C 0.9205 0.4184 3.6216
N 1.0394 0.2253 2.3098
H 0.1503 0.8406 -6.3300
H 2.2827 -2.2038 -4.1256
H 2.1849 -2.0069 -1.6450
H 0.2150 1.7842 -2.0524
H 0.2879 1.5668 -4.4841
H 3.2239 -0.1759 -0.1957
H 4.3810 -0.0937 2.1025
H 4.1545 0.1908 4.5805
H 1.8700 0.5544 5.5279
H -0.0699 0.6184 3.9988
O -0.1601 2.6098 2.1090
N -0.1472 3.1824 1.0434
O -0.2172 2.4115 0.0500

Highest occupied orbital energy ... -15.14 eV
Kohn-Sham gap ... 7.47 eV
Charge ... +2

# 2
Entry from the OMol25 dataset: the molecule C18H18ClN3O (wB97M-V/def2-TZVPD).

Atoms and positions in Å:
C -4.5365 -0.4486 -0.1989
O -4.3486 -1.0969 -1.4329
C -3.0562 -0.9655 -1.9737
C -1.9824 -1.7574 -1.2184
C -0.6646 -1.8210 -1.9958
N -0.0852 -0.5184 -2.2214
C 0.5369 0.1627 -1.2366
N 0.7142 -0.4609 -0.0884
C 1.3686 0.1788 0.8964
C 1.5437 -0.5633 2.1497
C 1.0082 -1.8409 2.2972
C 1.1752 -2.5401 3.4762
C 1.8844 -1.9580 4.5159
Cl 2.0985 -2.8303 5.9933
C 2.4244 -0.6866 4.3883
C 2.2515 0.0056 3.2066
N 1.8482 1.3969 0.8312
C 1.6828 2.0734 -0.3245
C 2.1861 3.3853 -0.4236
C 2.0363 4.0942 -1.5841
C 1.3832 3.5275 -2.6855
C 0.8823 2.2526 -2.6169
C 1.0187 1.5009 -1.4407
H -3.9725 -0.9277 0.6081
H -4.2434 0.6070 -0.2583
H -5.6001 -0.5158 0.0209
H -2.7761 0.0996 -2.0156
H -3.1445 -1.3480 -2.9956
H -1.7844 -1.2964 -0.2499
H -2.3485 -2.7717 -1.0532
H -0.8175 -2.2963 -2.9672
H 0.0585 -2.4011 -1.4179
H -0.3702 -0.0139 -3.0432
H 0.4621 -2.2745 1.4746
H 0.7618 -3.5299 3.5940
H 2.9735 -0.2501 5.2082
H 2.6605 0.9952 3.0795
H 2.6869 3.8002 0.4366
H 2.4231 5.1000 -1.6599
H 1.2755 4.1016 -3.5939
H 0.3855 1.8319 -3.4806

SMILES string ... COCCCNc1nc(-c2ccc(Cl)cc2)nc2ccccc12
Highest occupied orbital energy ... -8.21 eV
Kohn-Sham gap ... 8.30 eV

# 3
Entry from the OMol25 dataset: a cluster of 2 separate species, H3O3P3 in total at a distorted geometry (wB97M-V/def2-TZVPD).

Atoms and positions in Å:
O -2.3555 1.5474 -0.1177
O 2.9558 -0.3246 -0.4434
O 2.0429 1.8026 0.4684
P -0.6975 -2.0675 -0.0401
P 0.0522 -0.3776 0.9457
P 1.7114 0.5067 -0.1250
H -1.5716 1.0119 0.4093
H 0.3776 -2.9839 -0.2140
H -2.5154 0.8851 -0.8832

Highest occupied orbital energy (alpha / beta) ... 1.52 / 1.52 eV
Kohn-Sham gap (alpha / beta) ... 5.43 / 5.43 eV
Charge ... -2

# 4
Entry from the OMol25 dataset: a structure of composition C22H33IrN4O8P2S3 (wB97M-V/def2-TZVPD).

Atoms and positions in Å:
Ir 0.7049 0.8088 0.6753
C -4.4288 1.9395 -2.9661
C -3.0687 1.3339 -3.2036
C -3.0753 -0.1705 -3.3288
O -2.2440 1.7151 -2.0126
P -0.6732 1.6898 -1.9730
S -0.0074 2.7938 -0.4161
S 0.1052 -0.0817 -1.3390
O -0.2893 2.1353 -3.4077
C 1.0524 2.5085 -3.9366
C 1.7774 1.2595 -4.3740
C 0.7867 3.4853 -5.0552
H -5.0437 1.8035 -3.8553
H -4.3587 3.0081 -2.7653
H -4.9478 1.4386 -2.1430
H -2.5889 1.7991 -4.0622
H -3.4857 -0.6369 -2.4320
H -2.0751 -0.5688 -3.5029
H -3.6990 -0.4568 -4.1759
H 1.5654 3.0087 -3.1119
H 1.2011 0.7386 -5.1395
H 1.9633 0.5781 -3.5443
H 2.7363 1.5416 -4.8092
H 0.2151 3.0063 -5.8502
H 1.7366 3.8190 -5.4724
H 0.2426 4.3580 -4.6979
O 0.3149 -0.8950 4.1419
C 0.6290 -1.2736 3.0038
O 1.1470 -0.4506 2.1446
C 0.4063 -2.6773 2.5932
C 0.5389 -3.0784 1.2649
C 0.3032 -4.3955 0.9078
C -0.0601 -5.3214 1.8754
C -0.1838 -4.8985 3.1863
C 0.0336 -3.5940 3.5703
N -0.5728 -5.8829 4.2232
O -0.6279 -5.4847 5.3659
O -0.7935 -7.0131 3.8526
H 0.8225 -2.3585 0.5084
H 0.4002 -4.7068 -0.1228
H -0.2502 -6.3567 1.6315
H -0.0852 -3.3015 4.6025
N -0.3819 1.4880 4.3090
C -1.8388 1.3477 4.0523
P -2.2876 0.4773 2.4721
O -2.6993 -0.8985 2.7544
O -1.2591 0.7769 1.3737
C -3.7632 1.4355 1.8547
N -3.3999 2.2788 0.6632
H -0.2123 1.9029 5.2243
H 0.0761 2.0735 3.6147
H 0.0536 0.4472 4.2787
H -2.3126 2.3270 4.1188
H -2.2439 0.7109 4.8383
H -4.2160 2.0733 2.6098
H -4.4970 0.6911 1.5541
H -3.4686 3.2785 0.8501
H -3.9750 2.0821 -0.1561
H -2.4183 2.0735 0.4056
S 4.7255 1.8914 -1.1123
C 3.1197 1.9367 -0.5953
N 2.6640 0.8790 0.0312
C 3.6669 -0.1090 0.1199
C 3.5837 -1.3913 0.6684
C 4.6966 -2.2014 0.6290
C 5.9002 -1.7748 0.0544
C 5.9984 -0.5211 -0.5038
C 4.8705 0.2958 -0.4661
H 2.5155 2.8138 -0.7487
H 2.6712 -1.7440 1.1153
H 4.6362 -3.1933 1.0561
H 6.7551 -2.4362 0.0439
H 6.9167 -0.1774 -0.9599

Highest occupied orbital energy ... -13.92 eV
Kohn-Sham gap ... 7.27 eV
Charge ... +2